No. 1
{
  "formula": "C38H55F5N3O22S",
  "method": "ωB97M-V/def2-TZVPD",
  "elements": ["C", "O", "C", "C", "C", "C", "C", "C", "N", "N", "C", "N", "C", "S", "C", "C", "C", "C", "C", "C", "C", "F", "F", "C", "F", "F", "F", "H", "H", "H", "H", "H", "H", "H", "H", "H", "H", "H", "H", "H", "H", "H", "H", "H", "H", "H", "H", "H", "H", "H", "H", "H", "H", "H", "C", "C", "O", "C", "O", "O", "H", "H", "H", "H", "C", "C", "O", "C", "O", "O", "H", "H", "H", "H", "C", "C", "O", "C", "O", "O", "H", "H", "H", "H", "C", "C", "O", "C", "O", "O", "H", "H", "H", "H", "C", "C", "O", "C", "O", "O", "H", "H", "H", "H", "C", "C", "O", "C", "O", "O", "H", "H", "H", "H", "C", "C", "O", "C", "O", "O", "H", "H", "H", "H"],
  "xyz": [[9.127289, -5.375161, -2.557877], [8.252530, -4.367970, -3.093715], [8.690200, -3.100328, -2.607985], [7.610090, -1.988240, -2.834446], [7.312963, -1.818844, -4.377164], [5.839925, -1.360566, -4.685198], [4.953253, -2.526455, -5.301053], [5.248816, -3.825429, -4.471674], [4.059596, -4.746559, -4.387130], [4.162537, -5.793607, -5.152567], [3.163695, -6.689064, -5.106256], [3.244997, -7.876866, -5.899681], [2.020664, -6.463498, -4.215919], [0.663838, -7.677475, -4.132781], [1.909906, -5.259609, -3.397615], [0.708888, -4.970306, -2.481095], [3.084167, -4.339838, -3.536762], [3.087120, -3.045561, -2.691925], [1.980421, -2.056681, -3.210442], [2.082240, -0.601580, -2.634779], [2.473280, -0.507605, -1.140791], [3.803440, -0.774777, -0.903140], [2.324332, 0.820121, -0.793964], [1.558686, -1.314889, -0.142833], [1.213336, -0.485621, 0.881462], [0.380411, -1.704686, -0.683250], [2.197601, -2.345371, 0.458961], [8.717050, -5.669974, -1.562900], [9.126873, -6.252249, -3.242126], [10.175535, -5.020324, -2.444963], [9.632266, -2.749407, -3.112623], [8.946004, -3.188982, -1.518226], [8.050837, -1.055326, -2.406966], [6.686867, -2.194779, -2.236953], [7.643360, -2.721972, -4.933190], [7.983593, -0.988167, -4.715500], [5.386083, -1.066108, -3.704200], [5.864854, -0.500584, -5.386173], [3.877222, -2.250691, -5.292917], [5.282017, -2.670543, -6.359687], [5.555558, -3.637739, -3.420545], [6.104369, -4.372250, -4.933215], [3.453756, -8.616814, -5.217260], [4.131162, -7.781062, -6.414921], [0.786352, -8.331888, -2.927098], [-0.145001, -4.634707, -3.124697], [0.388218, -5.906930, -1.978365], [0.896055, -4.136554, -1.770724], [2.774006, -3.363339, -1.662922], [4.078275, -2.569753, -2.571103], [0.939688, -2.417167, -3.061168], [2.102473, -1.964549, -4.318086], [2.722459, 0.055595, -3.260133], [1.064005, -0.159605, -2.712464], [-1.840877, 0.243623, 2.022302], [-2.505145, -0.955012, 2.643014], [-3.305073, -0.373845, 3.670829], [-3.545475, 0.914920, 3.320158], [-4.316430, 1.630478, 3.873336], [-2.789671, 1.283227, 2.251636], [-1.655307, 0.115964, 0.957019], [-0.902607, 0.505371, 2.516765], [-3.157798, -1.482688, 1.942860], [-1.789205, -1.661826, 3.059425], [10.044981, -8.338569, -5.699286], [9.432527, -9.222929, -6.750464], [8.052086, -8.860337, -6.698894], [7.978929, -7.607476, -6.186695], [6.986710, -6.947654, -6.166805], [9.178875, -7.202392, -5.702221], [11.066908, -8.049238, -5.937543], [10.027564, -8.793606, -4.705782], [9.815920, -9.012506, -7.751356], [9.565181, -10.281967, -6.536941], [-3.796763, 4.867235, 3.830481], [-3.471734, 4.790335, 2.367050], [-2.928827, 6.084759, 2.099561], [-2.456967, 6.580845, 3.275342], [-1.796463, 7.564920, 3.371285], [-2.838758, 5.806439, 4.324043], [-3.692377, 3.907713, 4.330482], [-4.800062, 5.256402, 4.015331], [-2.714522, 4.034502, 2.144798], [-4.350028, 4.600361, 1.752530], [-0.055490, 3.676894, -5.364647], [-1.276707, 2.800623, -5.322760], [-0.720434, 1.486413, -5.406925], [0.554602, 1.557405, -4.960802], [1.245663, 0.606018, -4.742889], [0.949237, 2.838517, -4.789598], [-0.175527, 4.592236, -4.788409], [0.241473, 3.935706, -6.383280], [-1.827021, 2.891979, -4.383595], [-1.957477, 2.989348, -6.150552], [-5.841865, 7.207108, 5.874970], [-6.711279, 7.745951, 6.974158], [-8.032437, 7.560901, 6.442212], [-7.963868, 6.565878, 5.527769], [-8.911287, 6.049291, 5.020563], [-6.675442, 6.228291, 5.259302], [-4.926322, 6.754488, 6.253705], [-5.581479, 7.966214, 5.131828], [-6.616581, 7.174103, 7.909669], [-6.517947, 8.797363, 7.184204], [-11.608940, 4.250683, 5.105940], [-11.528345, 2.996551, 5.931238], [-12.864736, 2.498614, 5.880110], [-13.444653, 3.002905, 4.758141], [-14.497959, 2.652873, 4.332529], [-12.663807, 3.955984, 4.188387], [-10.682551, 4.464815, 4.578775], [-11.889338, 5.124671, 5.698130], [-10.856473, 2.251594, 5.497328], [-11.224341, 3.190155, 6.958664], [-7.608144, 7.842359, 12.487429], [-7.991388, 8.952529, 11.547658], [-7.104175, 8.750572, 10.447553], [-6.729565, 7.448684, 10.462165], [-6.126318, 6.915475, 9.581960], [-7.128718, 6.832403, 11.599515], [-8.450729, 7.478002, 13.072283], [-6.801440, 8.126990, 13.166900], [-9.020660, 8.865135, 11.192231], [-7.851278, 9.939566, 11.984629]],
  "forces_ev_per_a": [[-0.4, -0.5, 0.0], [1.0, 0.3, 0.3], [-0.2, 1.1, 0.5], [0.6, -0.7, -0.1], [0.4, 1.1, 0.4], [-0.1, -0.9, 0.0], [1.0, 0.4, 0.4], [0.6, 0.1, -0.4], [0.4, 2.7, 1.2], [-1.6, -1.6, -0.3], [-0.9, 0.3, 1.0], [1.3, 1.4, 1.3], [0.0, 1.2, 1.6], [0.3, -0.1, -0.3], [2.2, -0.8, -1.8], [0.1, 0.0, -0.7], [-2.1, -2.0, 0.2], [-0.6, -0.6, 0.3], [0.5, 0.6, -0.9], [-0.3, -0.7, 0.6], [0.2, 1.3, -1.0], [-1.0, -0.4, -0.1], [0.0, -0.8, -0.2], [-0.1, 1.0, 2.0], [0.1, -0.5, -0.6], [1.1, -0.3, 0.0], [-0.6, 0.2, -1.1], [0.5, 0.0, -0.5], [-0.1, 0.6, 0.4], [-0.7, -0.1, -0.1], [-0.6, -0.5, 0.2], [-0.3, 0.2, -0.7], [-0.5, -0.6, -0.4], [0.6, 0.0, -0.5], [-0.4, 0.5, 0.3], [-0.4, -0.8, 0.1], [0.2, 0.1, -0.9], [-0.3, -0.5, 0.6], [0.7, -0.2, 0.0], [-0.5, -0.1, 0.8], [-0.3, 0.1, -0.8], [-1.0, 0.1, 0.4], [-0.6, -0.2, -0.4], [-0.4, -0.1, -0.1], [0.5, 0.8, -0.5], [0.6, -0.4, 0.4], [0.3, 0.8, -0.2], [0.0, -0.9, -0.4], [0.5, 0.1, -0.8], [-0.7, -0.3, -0.4], [0.9, -0.1, 0.1], [-0.2, 0.0, 0.9], [-0.1, -0.6, 0.9], [0.8, -0.3, 0.3], [0.5, 0.0, -0.3], [0.1, -0.5, -0.1], [0.1, 0.3, -0.2], [-0.3, 0.1, 0.2], [0.1, -0.1, -0.1], [-0.1, -0.2, 0.2], [-0.1, 0.2, 0.0], [0.0, 0.0, 0.0], [0.0, 0.1, 0.0], [-0.1, 0.1, 0.2], [0.5, -0.1, 0.2], [0.3, -0.5, -0.3], [0.0, 0.4, 0.2], [-0.1, 0.1, -0.1], [0.0, -0.1, 0.1], [-0.3, -0.1, -0.2], [-0.1, 0.2, 0.0], [0.0, 0.0, 0.0], [0.0, 0.0, 0.0], [-0.2, 0.0, 0.0], [-0.4, -0.5, 0.4], [-0.1, -0.4, -0.3], [0.1, 0.1, 0.3], [0.2, 0.3, 0.1], [-0.1, -0.1, 0.0], [0.1, 0.2, -0.5], [0.1, 0.1, 0.1], [0.0, 0.0, -0.1], [0.0, 0.0, 0.0], [0.1, 0.2, -0.1], [0.0, 0.6, -0.1], [-0.6, 0.2, 0.0], [0.4, 0.0, 0.2], [0.1, 0.0, -0.1], [-0.3, 0.4, -0.7], [-0.1, -0.5, 0.0], [0.2, -0.1, 0.1], [0.0, -0.1, 0.0], [0.1, 0.0, 0.0], [0.1, -0.2, 0.0], [0.7, 0.3, 0.0], [0.1, 0.0, 0.6], [0.0, -0.3, -0.5], [-0.2, 0.1, 0.0], [0.1, 0.0, 0.0], [-0.5, 0.0, 0.1], [-0.1, -0.1, -0.1], [0.0, 0.0, 0.0], [-0.1, 0.4, -1.0], [-0.2, 0.0, -0.1], [0.4, 0.4, -0.1], [0.4, -0.2, 0.3], [-0.1, 0.2, -0.2], [-0.3, 0.0, -0.2], [0.1, 0.0, 0.1], [-0.1, -0.4, 0.3], [-0.2, 0.1, -0.1], [0.0, 0.0, 0.0], [0.0, 0.0, 0.0], [-0.2, -0.1, 0.0], [-0.1, 0.0, 0.6], [-0.4, 0.5, 0.1], [0.1, -0.4, 0.0], [0.1, -0.1, 0.0], [0.2, -0.1, 1.0], [0.1, 0.2, -0.3], [0.1, -0.2, -0.1], [0.0, 0.0, -0.1], [0.1, 0.0, 0.0], [0.1, 0.0, -0.2]],
  "energy_ev": -114228.846,
  "charge": 1,
  "lumo_energy_ev": -3.8,
  "homo_energy_ev": -11.28,
  "gap_ev": 7.518
}


No. 2
{
  "formula": "C38H55IrNO2P2",
  "method": "ωB97M-V/def2-TZVPD",
  "elements": ["Ir", "C", "C", "C", "C", "C", "C", "H", "H", "H", "C", "H", "H", "H", "C", "H", "H", "H", "C", "H", "H", "H", "C", "H", "H", "H", "C", "C", "C", "C", "C", "C", "C", "C", "H", "H", "H", "H", "H", "H", "H", "H", "H", "H", "H", "H", "P", "C", "C", "P", "C", "C", "C", "H", "H", "H", "H", "H", "H", "H", "H", "H", "H", "H", "H", "H", "H", "C", "C", "C", "C", "C", "C", "N", "C", "C", "C", "C", "C", "C", "C", "O", "O", "C", "C", "H", "H", "H", "H", "H", "H", "H", "H", "H", "H", "H", "H", "H", "H"],
  "xyz": [[-0.118479, 1.064896, -3.012980], [-0.418656, 1.472750, 0.115218], [-0.571295, 2.205549, -1.116128], [-1.990275, 0.275356, -1.058942], [-1.197257, 0.287233, 0.079722], [-1.698096, 1.491400, -1.872848], [0.332570, 1.921110, 1.312274], [0.918222, 2.824189, 1.101712], [1.005645, 1.142028, 1.713337], [-0.362572, 2.177934, 2.118593], [-1.197855, -0.755003, 1.138818], [-1.741416, -0.435880, 2.033134], [-0.172188, -0.978387, 1.445896], [-1.649406, -1.679313, 0.770706], [-3.158048, -0.608373, -1.294130], [-3.874780, -0.586702, -0.458139], [-2.831992, -1.648785, -1.432634], [-3.720297, -0.327412, -2.193167], [-2.891805, 2.352520, -2.176918], [-3.142416, 2.897162, -1.249977], [-3.746178, 1.725797, -2.449769], [-2.684437, 3.070198, -2.965644], [-0.555022, 3.700702, -1.037337], [-1.299219, 4.008710, -0.287948], [-0.808159, 4.173031, -1.985985], [0.418716, 4.087916, -0.723321], [3.291733, -1.436966, -0.224533], [3.473893, -0.194348, 0.241741], [2.896347, 0.976811, -0.484830], [3.391357, 1.139501, -1.939735], [2.431941, 0.582581, -2.966499], [1.320216, -0.470391, -2.762302], [1.280789, -1.375236, -1.576941], [2.704896, -1.941479, -1.470181], [3.194259, 1.887994, 0.038717], [4.433213, 0.785245, -2.036316], [1.791444, 0.930382, -0.445762], [3.296796, -1.673286, -2.387484], [3.717008, -2.248764, 0.410895], [4.082952, -0.000529, 1.125618], [2.642707, -3.044982, -1.436923], [0.933121, -0.946395, -0.639327], [1.025069, -1.154510, -3.568368], [0.608852, -2.204210, -1.812785], [3.372741, 2.216046, -2.147850], [1.794135, 1.564692, -3.123325], [3.053956, 0.211798, -4.685841], [4.058550, -1.280808, -4.775247], [4.062499, 1.447286, -5.514435], [0.115463, 0.861493, -5.204639], [1.611649, -0.185450, -5.639590], [0.557351, 2.275974, -6.361176], [-0.721517, -0.080115, -6.641314], [3.427597, -2.167273, -4.881179], [4.739136, -1.370915, -3.925693], [4.646970, -1.158663, -5.690803], [4.573834, 0.898648, -6.316994], [4.818112, 1.850006, -4.828302], [3.458384, 2.245665, -5.957928], [-0.039173, -0.116580, -7.513244], [-1.643789, 0.404492, -6.977834], [-0.929653, -1.122809, -6.366894], [1.386371, -1.251899, -5.513246], [1.928338, -0.052489, -6.683513], [-0.373889, 2.707728, -6.757202], [1.131383, 1.898055, -7.226240], [1.142737, 3.066556, -5.876085], [-4.336488, -2.076301, 5.946592], [-3.347789, -0.996850, 5.570799], [-3.828805, 0.239652, 5.140944], [-2.950480, 1.263823, 4.780955], [-1.581160, 1.032566, 4.802397], [-1.082480, -0.200268, 5.251806], [0.289438, -0.404629, 5.178732], [1.189116, -0.648211, 6.178753], [0.858749, -0.641862, 7.551357], [1.846624, -0.914121, 8.499983], [3.144225, -1.249453, 8.079529], [3.458035, -1.287384, 6.707493], [2.518597, -0.930244, 5.743690], [2.863053, -0.883749, 4.265031], [4.000406, -1.260537, 3.946932], [1.960971, -0.448469, 3.430176], [-1.971680, -1.233699, 5.638008], [-1.426338, -2.550810, 6.086592], [-4.202302, -2.984716, 5.339990], [-4.250912, -2.373085, 7.003428], [-5.365134, -1.728179, 5.788748], [-4.907845, 0.404551, 5.113598], [-3.319410, 2.230159, 4.459172], [-0.859387, 1.807705, 4.535496], [0.847049, -0.311963, 4.208369], [-0.171400, -0.410596, 7.840840], [1.599349, -0.865268, 9.561059], [3.908005, -1.490045, 8.821159], [4.448263, -1.605958, 6.381162], [-0.622937, -2.893015, 5.424115], [-1.011346, -2.486735, 7.100000], [-2.201773, -3.320461, 6.102311]],
  "forces_ev_per_a": [[0.7, -0.9, 1.0], [-0.1, -1.4, 0.1], [-1.9, -0.5, -0.9], [0.0, 1.2, -0.7], [0.8, 0.8, 0.3], [-0.9, 0.9, 2.1], [0.5, 0.1, 0.3], [0.0, -0.3, 0.1], [-0.2, 0.2, -0.1], [0.0, 0.0, 0.0], [0.1, -0.2, 0.2], [0.0, 0.0, 0.0], [0.0, 0.0, 0.1], [0.0, 0.1, 0.1], [-0.2, -0.5, -0.4], [0.3, 0.0, -0.1], [-0.2, 0.1, 0.1], [0.3, -0.1, 0.2], [-0.2, 0.0, 0.0], [-0.2, -0.1, -0.3], [0.1, 0.3, -0.1], [-0.2, 0.1, 0.0], [0.3, 0.2, -0.2], [0.1, 0.1, -0.1], [0.0, 0.0, 0.0], [-0.1, 0.0, 0.0], [2.6, -0.8, 2.3], [-0.3, -0.8, -0.8], [0.2, 0.6, 0.1], [0.3, 0.2, 0.5], [-1.1, 0.3, -2.2], [-1.5, 0.0, 0.1], [0.4, -0.5, -0.4], [-0.6, -0.6, -0.2], [-0.2, 0.0, 0.0], [-0.4, 0.0, 0.1], [0.6, 0.2, -0.2], [-0.5, -0.3, 1.0], [-0.2, 0.7, -0.4], [-0.5, -0.3, 0.0], [0.3, 0.5, 0.0], [0.2, 0.1, 0.0], [1.1, 0.4, -0.2], [-0.2, 0.2, 0.0], [0.5, -0.1, 0.1], [0.6, -0.5, -0.5], [0.0, -0.5, 1.5], [0.3, 0.0, 0.0], [0.0, 0.2, -0.1], [0.2, 0.2, -4.2], [0.7, 0.1, -0.2], [0.1, 0.1, 0.1], [-0.6, 0.0, 0.4], [0.2, 0.1, 0.2], [0.0, -0.1, -0.1], [0.0, -0.3, 0.2], [-0.1, 0.3, 0.1], [-0.2, 0.0, -0.2], [0.2, -0.1, 0.2], [-0.2, 0.2, 0.6], [0.0, -0.1, 0.3], [-0.1, 0.3, 0.1], [0.1, 0.3, 0.0], [-0.4, 0.1, 0.1], [0.3, 0.0, 0.3], [-0.3, 0.1, 0.4], [-0.3, -0.1, 0.0], [-0.2, -0.2, 0.1], [-0.3, 0.0, 0.0], [0.2, 0.3, 0.1], [0.1, -0.3, -0.1], [0.2, -0.1, 0.2], [-1.5, 0.0, 0.2], [1.0, 0.1, 1.3], [-0.9, 0.1, -1.0], [0.2, -0.1, 0.9], [-0.7, 0.2, -0.5], [-0.1, 0.0, -0.4], [-0.1, 0.1, -0.1], [0.1, -0.2, 0.5], [1.2, -0.3, -1.6], [-1.2, 0.4, 0.4], [0.4, -0.3, 0.9], [0.5, 0.6, -0.1], [0.1, -0.5, 0.1], [0.0, 0.3, 0.2], [0.0, 0.1, -0.3], [0.3, -0.1, 0.0], [0.3, 0.0, 0.0], [0.0, -0.1, 0.0], [-0.3, -0.2, 0.0], [0.6, -0.1, -0.4], [0.4, 0.0, 0.0], [0.1, -0.1, -0.3], [-0.2, 0.1, -0.3], [-0.3, 0.3, 0.0], [-0.1, 0.0, 0.1], [-0.1, -0.1, -0.2], [0.2, 0.1, 0.0]],
  "energy_ev": -67288.382,
  "charge": 1,
  "lumo_energy_ev": [-2.0, -4.4],
  "homo_energy_ev": [-8.26, -10.02],
  "de_lowest_kj_mol": 88.4,
  "gap_ev": [6.299, 5.577],
  "spin_multiplicity": 5
}